16
Properties=species:S:1:pos:R:3 method="wB97M-V/def2-TZVPD" total_charge=0 spin_multiplicity=1 e_homo_ev=-9.1 e_lumo_ev=0.953 smiles="C=CC.C=CO" orbital_gap_ev=10.05 e_tot_ha=-271.6537 de_lowest_kj_mol=259.83
C 0.9511 1.1080 -1.4120
C -0.1893 0.4360 -1.4433
C -0.3097 -0.7579 -2.3404
H 1.2623 1.7982 -0.6338
H 1.7772 0.9387 -2.0991
H -1.0869 0.9064 -1.0605
H 0.6448 -1.0960 -2.7409
H -0.7616 -1.6160 -1.8355
H -0.9625 -0.5167 -3.1816
C 0.6348 -0.3312 1.8334
C -0.5491 -0.3585 2.4167
O -1.0669 0.6870 3.1432
H 0.7048 -0.8612 0.8914
H 1.4508 0.3170 2.1181
H -1.2521 -1.1596 2.2752
H -1.2478 0.5057 4.0690